[1]
Here is C21H17Cl2IN7O5Tl as an isolated structure at a distorted geometry from OMol25. Energies are from wB97M-V/def2-TZVPD.

Properties
Net charge   -2
Orbital gap   0.0647 hartree

CARTESIAN COORDINATES (ANGSTROEM)
Tl1 -0.1881 -0.9898 1.3655
O1 -1.6432 2.4323 1.3037
C1 -1.5815 2.1353 0.0874
O2 -0.8438 1.2400 -0.3956
C2 -2.4117 2.9738 -0.8474
C3 -1.8699 3.4286 -2.0529
C4 -2.5592 4.3148 -2.8466
C5 -3.8455 4.7414 -2.4746
C6 -4.3947 4.2785 -1.2668
C7 -3.6778 3.4240 -0.4653
N1 -4.5736 5.5971 -3.2941
O3 -5.7371 5.9243 -2.9516
O4 -4.0521 6.0087 -4.3607
H1 -0.8781 3.0968 -2.3324
H2 -2.1359 4.7023 -3.7617
H3 -5.3799 4.6181 -0.9862
H4 -4.0794 3.0822 0.4788
Cl1 4.4102 -3.6679 0.4623
C8 4.1428 -2.9757 2.0453
C9 5.1083 -3.1804 2.9923
C10 4.9542 -2.6858 4.2844
C11 3.7879 -1.9871 4.5797
C12 2.8337 -1.7851 3.6220
Cl2 1.3704 -0.9447 4.0854
C13 2.9124 -2.2357 2.2398
N2 2.0317 -2.0143 1.3499
H5 5.9920 -3.7479 2.7272
H6 5.7177 -2.8367 5.0345
H7 3.6226 -1.6041 5.5787
C14 -0.4666 -5.6214 -1.6609
N3 -0.8254 -4.2499 -1.9179
C15 -1.0883 -3.8066 -3.1621
C16 -1.3546 -2.5039 -3.4098
C17 -1.2681 -1.5922 -2.3003
N4 -1.0378 -2.0511 -1.0856
C18 -0.8708 -3.3460 -0.8078
O5 -0.7817 -3.8019 0.3141
N5 -1.4487 -0.2882 -2.4592
H8 -0.9930 -6.2861 -2.3475
H9 -0.7404 -5.8495 -0.6307
H10 0.6129 -5.7606 -1.7644
H11 -1.0907 -4.5507 -3.9516
H12 -1.5963 -2.1564 -4.4007
H13 -1.5699 0.0910 -3.3816
H14 -1.2282 0.3590 -1.6598
I1 4.6520 3.4331 3.1642
C19 2.8924 2.5043 2.5148
C20 1.6042 2.9203 2.7831
N6 0.7940 2.0584 2.1597
N7 1.4864 1.1393 1.4969
C21 2.7655 1.3808 1.6954
H15 1.2444 3.7346 3.3792
H16 -0.2496 2.1352 1.9717
H17 3.5261 0.7652 1.2598

[2]
Here is a 2-piece molecular cluster, CHClN2 overall at a distorted geometry from OMol25. Energies are from wB97M-V/def2-TZVPD.

Properties
Energy relative to the best compared isomer or geometry (same formula, charge and spin)   2.5748 eV
Orbital gap (alpha / beta)   0.3201 / 0.3206 hartree

CARTESIAN COORDINATES (ANGSTROEM)
C1 0.1718 -0.4973 1.3660
N1 1.1791 -0.2726 1.9246
N2 -0.7868 1.1957 -1.7238
Cl1 0.1747 0.1540 -2.3990
H1 -0.7388 -0.5799 0.8322

[3]
Here is an isolated molecule of C5H11NO from OMol25. Energies are from wB97M-V/def2-TZVPD.

Properties
SMILES   CCN1C[C@H]1CO
Energy relative to the best compared isomer or geometry (same formula, charge and spin)   1.9727 eV
Orbital gap   0.3884 hartree

CARTESIAN COORDINATES (ANGSTROEM)
C1 1.7711 1.0102 -1.1837
C2 1.5580 0.0106 -0.0570
N1 0.2182 0.1510 0.4985
C3 -0.2139 -0.8517 1.4573
C4 -0.8022 -0.8043 0.0993
C5 -2.1801 -0.2087 -0.1471
O1 -2.3150 1.0371 0.4845
H1 2.7800 0.9224 -1.5998
H2 1.6380 2.0299 -0.8088
H3 1.0508 0.8488 -1.9932
H4 1.7399 -1.0193 -0.4120
H5 2.2724 0.2027 0.7523
H6 0.4765 -1.6667 1.6779
H7 -0.7792 -0.4733 2.3062
H8 -0.4973 -1.5935 -0.5911
H9 -2.3505 -0.1320 -1.2337
H10 -2.9501 -0.8754 0.2591
H11 -1.4165 1.4121 0.4914

[4]
Here is Cl2FO8Sr4 as an isolated structure at a distorted geometry from OMol25. Energies are from wB97M-V/def2-TZVPD.

Properties
Net charge   +5
Energy relative to the best compared isomer or geometry (same formula, charge and spin)   1.4687 eV
Orbital gap   0.1423 hartree

CARTESIAN COORDINATES (ANGSTROEM)
Sr1 -0.7205 0.3698 -2.3344
Sr2 0.4869 0.4997 2.3854
Sr3 2.5576 3.3796 -0.0057
Sr4 -1.5111 4.2249 -0.6015
F1 -0.1053 1.9923 -0.1387
Cl1 2.0948 -1.0922 -0.6204
O1 3.3417 -1.1213 -1.2510
O2 1.8202 0.2836 -0.0667
O3 1.0233 -1.1916 -1.6193
O4 1.9490 -1.9612 0.4850
Cl2 -2.2250 -1.1195 0.7322
O5 -2.2494 -1.6229 -0.6110
O6 -1.0067 -1.5518 1.3639
O7 -2.0858 0.3723 0.8315
O8 -3.3698 -1.4618 1.4507

[5]
Here is C35H38N3Ti as an isolated structure at a distorted geometry from OMol25. Energies are from wB97M-V/def2-TZVPD.

Properties
Net charge   -1
Energy relative to the best compared isomer or geometry (same formula, charge and spin)   1.0554 eV
Multiplicity   3
Orbital gap (alpha / beta)   0.1706 / 0.2259 hartree

CARTESIAN COORDINATES (ANGSTROEM)
Ti1 -0.1304 -0.0357 -0.0222
C1 -1.8209 -0.4656 4.0144
C2 -1.9771 0.9091 4.3476
C3 -1.4537 1.8644 3.5298
C4 -0.7704 1.4839 2.3447
N1 -0.7121 0.1519 1.9861
C5 -1.1880 -0.7733 2.8413
C6 -0.0790 2.4071 1.4880
C7 -0.1645 3.8072 1.6183
C8 0.5899 4.5825 0.7296
C9 1.3928 4.0113 -0.2271
C10 1.4386 2.5907 -0.3282
N2 0.6750 1.8259 0.5034
C11 2.2434 1.8340 -1.2094
C12 3.1992 2.4140 -2.0899
C13 4.0963 1.6089 -2.7287
C14 4.0685 0.2196 -2.5025
C15 3.0583 -0.2772 -1.7012
N3 2.1224 0.4622 -1.1128
H1 -2.1811 -1.2636 4.6478
H2 -2.4875 1.1990 5.2587
H3 -1.5349 2.9117 3.7841
H4 -1.0360 -1.7949 2.5108
H5 -0.7869 4.2651 2.3701
H6 0.5350 5.6649 0.7926
H7 1.9573 4.6212 -0.9182
H8 3.2344 3.4864 -2.2239
H9 4.8378 2.0486 -3.3880
H10 4.7851 -0.4597 -2.9400
H11 2.9908 -1.3377 -1.5314
C16 -1.6359 -1.0495 -1.6254
C17 -1.0066 0.0396 -2.2784
C18 -1.4512 1.2415 -1.6615
C19 -2.3160 0.9010 -0.6024
C20 -2.4181 -0.5246 -0.5740
C21 -3.3186 -1.3297 0.3113
C22 -3.1168 1.8570 0.2242
C23 -1.1595 2.6215 -2.1602
C24 -0.1080 -0.0275 -3.4767
C25 -1.6660 -2.4735 -2.0826
H12 -2.9037 -2.3207 0.5091
H13 -4.3028 -1.4755 -0.1484
H14 -3.4759 -0.8505 1.2781
H15 -2.5821 2.7918 0.3962
H16 -3.3565 1.4417 1.2047
H17 -4.0644 2.0990 -0.2700
H18 -1.9058 2.9162 -2.9065
H19 -0.1764 2.6848 -2.6285
H20 -1.1763 3.3579 -1.3557
H21 0.8130 0.5399 -3.3375
H22 -0.6099 0.3742 -4.3637
H23 0.1876 -1.0536 -3.6967
H24 -1.4477 -3.1702 -1.2735
H25 -0.9354 -2.6610 -2.8684
H26 -2.6566 -2.7243 -2.4785
C26 1.0952 -4.1455 1.0673
C27 1.5369 -2.9634 0.1824
C28 1.6248 -3.5110 -1.2585
C29 0.4870 -1.8671 0.2291
C30 2.9089 -2.5176 0.7125
C31 3.0734 -1.3289 1.4131
C32 4.3117 -0.9506 1.9138
C33 5.4224 -1.7589 1.7325
C34 5.2745 -2.9604 1.0520
C35 4.0350 -3.3304 0.5559
H27 0.1308 -4.5249 0.7228
H28 0.9907 -3.8337 2.1078
H29 1.8228 -4.9610 1.0350
H30 0.6936 -4.0316 -1.4871
H31 2.4411 -4.2250 -1.3942
H32 1.7294 -2.7188 -1.9942
H33 -0.4821 -2.3900 0.3412
H34 2.2157 -0.6825 1.5469
H35 4.4018 -0.0072 2.4367
H36 6.3888 -1.4574 2.1161
H37 6.1291 -3.6095 0.9011
H38 3.9465 -4.2720 0.0268

[6]
Here is a 7-piece molecular cluster, H12IO6 overall from OMol25. Energies are from wB97M-V/def2-TZVPD.

Properties
Net charge   -1
Energy relative to the best compared isomer or geometry (same formula, charge and spin)   1.0578 eV
Orbital gap   0.2734 hartree

CARTESIAN COORDINATES (ANGSTROEM)
I1 -12.2253 7.2753 -6.8014
O1 -11.7783 4.8358 -2.3947
H1 -12.4620 4.3132 -2.8138
H2 -11.4288 5.3825 -3.0984
O2 -16.1644 8.1856 -8.9241
H3 -15.7108 8.2358 -9.7655
H4 -15.4622 8.1299 -8.2759
O3 -15.3529 7.8607 -2.8588
H5 -15.2266 7.3896 -2.0352
H6 -14.7506 7.4386 -3.4715
O4 -11.2404 9.9735 -2.6927
H7 -11.2776 9.4853 -3.5152
H8 -12.0288 10.5162 -2.6998
O5 -7.9636 5.6563 -6.8273
H9 -7.4540 6.4470 -6.6501
H10 -8.8757 5.9399 -6.7660
O6 -9.5148 9.6708 -10.4579
H11 -9.7836 9.0718 -9.7613
H12 -8.8700 9.1764 -10.9640

The records above yield energy values of -2960.45010, -608.23698, -327.05885, -1742.30505, -2370.29065, -756.43103 Ha, respectively.